Below is the molecule C6H4O2 at a distorted geometry, with properties calculated with ωB97M-V with the def2-TZVPD basis set.

The charge is 0. As for the LUMO energy: 0.6860 eV. Its orbital gap is 0.316 Ha. Its SMILES is c1cc2cocc2o1.

Positions of all 12 atoms, in Å:
C -1.9953 -0.0028 -0.1450
C -1.2553 1.1093 0.0720
C -0.0236 0.7074 0.0608
C 1.2842 1.1650 -0.0688
C 1.1770 -1.1822 0.1973
C -0.0282 -0.6232 0.1901
H -3.0997 -0.0779 0.0867
H -1.5689 2.0886 0.4678
H 1.7367 2.2581 -0.2662
H 1.8513 -2.1558 -0.0903
O -1.3164 -1.0981 -0.1418
O 2.0823 -0.0462 -0.1127

=====

Below is the molecule C6H4O5S at a distorted geometry, with properties calculated with ωB97M-V with the def2-TZVPD basis set.

The charge is 0. As for the LUMO energy (spin up / spin down): -1.4053 / -1.1868 eV. Its orbital gap (spin up / spin down) is 0.296 / 0.307 Ha. Its SMILES is C=CC(=O)OOC1=C=S(=O)=CO1.

Positions of all 16 atoms, in Å:
C 2.4235 1.1599 1.3636
C 2.7920 0.7699 -0.7620
C -2.9134 -1.7298 0.2242
C -2.4824 -0.5957 -0.1433
C 1.6842 0.0552 -0.3216
C -1.1618 -0.3334 -0.8380
O 1.3209 0.4002 0.9360
O -0.8783 0.4820 -1.6847
O 1.5544 3.1278 -0.2787
O 1.1198 -0.9828 -0.9564
O -0.1916 -1.1507 -0.3410
S 2.7566 2.4293 0.1184
H 3.3393 0.6903 1.7866
H -3.8522 -1.8390 0.8156
H -2.4286 -2.7550 0.3695
H -3.0826 0.2718 -0.2884

=====

Below is a cluster of 21 separate species, C6H51N2O20 in total at a distorted geometry, with properties calculated with ωB97M-V with the def2-TZVPD basis set.

The charge is +1. As for the LUMO energy: -2.6548 eV. Its orbital gap is 0.366 Ha.

Positions of all 79 atoms, in Å:
C 0.2850 -1.6288 -1.9698
C -0.0101 -1.6906 -0.4671
N -0.1804 -0.4106 0.1371
C -1.1708 0.5224 -0.1254
C -0.6740 1.7392 0.4026
N 0.4048 1.4631 1.2606
C 0.7215 0.1826 0.9280
C 1.0391 2.3189 2.3080
H 1.2410 -2.0872 -2.2231
H 0.5615 -0.6278 -2.3008
H -0.4705 -2.0274 -2.6468
H 0.7662 -2.1836 0.1182
H -0.8563 -2.3238 -0.2005
H -1.9784 0.2094 -0.7707
H -1.0211 2.7540 0.5298
H 1.5646 -0.2650 1.4332
H 0.9920 1.8878 3.3080
H 0.5331 3.2774 2.4229
H 1.9717 2.7633 1.9604
O -6.5185 3.1343 -3.8355
H -6.0506 2.3651 -4.1604
H -7.1669 3.3250 -4.5134
O 2.2343 -7.9812 -6.8781
H 3.1495 -8.1707 -6.6712
H 1.8206 -7.8373 -6.0270
O -2.0592 -5.9115 3.8280
H -2.0668 -5.7408 4.7699
H -1.2556 -6.4103 3.6809
O 7.4977 -4.5273 -4.3986
H 6.8301 -4.4114 -5.0747
H 8.1114 -5.1593 -4.7732
O -8.1749 2.3374 0.2454
H -7.7605 1.4914 0.4155
H -7.8212 2.6121 -0.6006
O 4.0927 7.7239 -1.0344
H 3.6994 8.1946 -0.2996
H 3.5066 7.8964 -1.7713
O -5.4066 -8.1119 0.3671
H -4.9448 -8.3454 -0.4382
H -4.8052 -7.5268 0.8277
O -1.7019 8.9648 2.3181
H -2.0763 9.7004 1.8335
H -0.7683 9.1673 2.3781
O -3.3099 -6.7516 -9.4579
H -2.5982 -6.5870 -10.0765
H -3.1560 -6.1323 -8.7445
O 5.3701 5.0583 8.0701
H 6.0453 4.5362 8.5033
H 5.4549 5.9295 8.4576
O 6.5886 -0.9711 -0.6328
H 6.8735 -1.1081 -1.5363
H 6.3092 -0.0560 -0.6055
O 2.5423 -1.6865 6.4999
H 2.1229 -1.2902 7.2637
H 3.2730 -2.1886 6.8608
O -0.3924 0.5919 9.4956
H -0.0487 0.6069 10.3889
H -1.1169 -0.0328 9.5276
O 0.2370 0.4200 -8.5922
H 0.4994 1.0538 -9.2598
H -0.1043 -0.3239 -9.0886
O 4.5888 -1.7439 -7.1717
H 4.9071 -0.9015 -6.8472
H 3.6352 -1.6609 -7.1597
O 7.1370 1.4028 5.1671
H 7.9760 1.2445 5.5998
H 6.6364 1.9219 5.7965
O -2.0512 5.1126 8.7329
H -1.6283 4.2986 9.0065
H -1.9520 5.6985 9.4833
O -4.2011 6.0486 4.8406
H -3.8699 5.9120 5.7283
H -3.5067 6.5364 4.3978
O -5.3203 -4.2885 -3.1431
H -6.1598 -4.0014 -2.7838
H -5.5134 -5.1261 -3.5642
O -3.8211 -0.4091 -6.2556
H -3.7288 -1.3213 -5.9809
H -3.8020 -0.4434 -7.2120

=====

Below is a cluster of 20 separate species, C6H52O20 in total at a distorted geometry, with properties calculated with ωB97M-V with the def2-TZVPD basis set.

The charge is 0. As for the LUMO energy: 0.2497 eV. Its orbital gap is 0.371 Ha.

Positions of all 78 atoms, in Å:
O -3.2067 0.6599 1.4582
H -2.3257 0.9183 1.0058
H -3.6229 0.2130 0.6776
O -3.7837 -3.5637 1.1577
H -3.0325 -2.9788 1.4308
H -4.5294 -2.9972 1.2270
O -2.3956 -3.7203 -2.0967
H -3.2974 -3.8846 -2.2709
H -2.4045 -3.3234 -1.2179
O -1.2780 1.4369 -3.2465
H -0.9283 1.7204 -2.3833
H -0.7071 1.8978 -3.9050
O -2.1794 -1.4196 2.8853
H -2.7404 -0.6375 2.7137
H -2.2346 -1.4836 3.8549
O -0.1582 4.0669 3.5864
H -0.5496 4.5183 4.3525
H -0.8218 3.3662 3.4229
O 0.0905 3.2512 -4.9062
H -0.2882 3.9700 -5.4123
H 0.8584 3.5841 -4.4349
O -2.1659 2.3739 3.5728
H -2.7938 2.0412 2.9332
H -1.9152 1.6304 4.1672
O -1.3173 -0.9939 -2.1559
H -1.2762 -0.2587 -2.7945
H -1.5434 -1.7157 -2.8018
O -0.3954 0.4543 0.1953
H -0.1341 -0.0613 0.9850
H -0.2118 -0.1712 -0.4835
O -1.5378 0.1941 5.1407
H -0.8019 -0.1578 4.6301
H -1.1496 0.3130 6.0069
O 1.0755 2.5117 -0.4962
H 0.9213 3.2481 0.1398
H 0.5142 1.8045 -0.1086
O 1.9594 3.1417 -2.7943
H 2.7531 2.6782 -3.0306
H 1.5817 2.6992 -2.0375
O -0.0272 4.9807 0.8355
H -0.0178 5.0154 1.8203
H -0.8322 5.4640 0.5816
C 5.3253 -1.5986 -0.6551
O 4.1833 -1.4374 -1.4692
H 5.4578 -2.6489 -0.4311
H 6.2565 -1.3797 -1.2035
H 5.1539 -1.1025 0.3657
H 3.9362 -0.5336 -1.2749
C -0.0639 -3.4328 0.8191
O -0.3597 -2.3184 0.0671
H 1.0138 -3.6013 0.8404
H -0.3439 -3.3113 1.8464
H -0.4535 -4.3725 0.3843
H -0.0320 -2.4568 -0.8296
C 1.5488 -1.0898 2.7450
O 0.1858 -0.5543 2.7911
H 1.9753 -0.8481 3.7273
H 1.5514 -2.1498 2.5096
H 2.1937 -0.6106 1.9558
H -0.5481 -1.1979 2.6972
C 1.6779 -2.4195 -3.4530
O 1.6525 -2.4788 -2.0415
H 2.7085 -2.3262 -3.8295
H 1.1724 -3.3300 -3.7631
H 1.0625 -1.5406 -3.6824
H 2.5166 -2.1170 -1.7531
C 4.6563 2.2021 0.3167
O 3.6509 1.3100 -0.1741
H 5.4587 2.1461 -0.3663
H 4.4214 3.2626 0.2703
H 5.0436 1.9076 1.3502
H 2.7575 1.6155 0.0567
C -4.8322 -0.7060 -1.8699
O -3.9223 -0.8300 -0.7231
H -5.2728 -1.7238 -2.0626
H -5.5546 0.0425 -1.5399
H -4.3142 -0.3166 -2.7609
H -3.0141 -0.8398 -1.0645

=====

Below is a cluster of 23 separate species, C6H58NO27S in total at a distorted geometry, with properties calculated with ωB97M-V with the def2-TZVPD basis set.

The charge is -1. As for the LUMO energy: 1.1572 eV. Its orbital gap is 0.195 Ha.

Positions of all 93 atoms, in Å:
C 0.6462 0.0808 3.8373
O 1.1027 0.3553 2.4455
C 0.2932 -0.3511 1.5244
C 1.0138 -0.3568 0.1765
N 0.3252 -1.3199 -0.7816
H 0.9212 -1.4626 -1.6430
H 0.3306 -2.2332 -0.3205
C -0.9486 -0.9600 -1.3197
C -1.1109 0.3671 -2.0946
O -2.2884 0.4727 -2.7453
C -2.3959 1.7364 -3.3234
H 1.2485 0.7326 4.5133
H 0.6805 -0.9614 4.1101
H -0.4389 0.2612 3.8615
H -0.8048 -0.1004 1.5140
H 0.3322 -1.4387 1.8889
H 1.9966 -0.7420 0.3616
H 1.1862 0.6082 -0.3364
H -1.7735 -0.8546 -0.5255
H -1.4206 -1.7167 -1.8484
H -0.3207 0.4773 -2.8047
H -0.8007 1.1761 -1.3394
H -2.4753 2.6927 -2.7934
H -2.9820 1.7393 -4.0794
H -1.5715 1.8778 -3.9516
S 0.2464 -4.6116 -2.0478
O 1.3963 -5.3418 -1.8402
O -0.8193 -5.5372 -2.3669
O -0.1421 -3.8894 -0.8219
O 0.3953 -3.6737 -3.1211
O -2.0589 -3.4804 0.9555
H -2.7816 -3.6119 0.3329
H -1.5848 -3.5368 0.2548
O 1.1578 3.0066 -2.5267
H 1.1274 3.4954 -1.7604
H 0.6394 3.4985 -3.1585
O 2.9715 2.9928 3.0245
H 3.4173 2.1308 3.2197
H 2.0643 2.8519 3.4526
O 4.4708 -0.4028 -0.5151
H 3.8707 0.3193 -0.6513
H 5.3719 -0.0659 -0.5662
O 1.9026 -3.4583 1.0910
H 1.8472 -3.7808 1.9571
H 1.3301 -4.2088 0.5048
O -0.4099 4.3083 -4.3941
H -0.8752 4.2102 -5.3481
H -0.8540 4.8701 -3.8675
O 1.8983 1.4582 -5.2229
H 1.5697 1.1201 -4.4349
H 2.6211 2.1646 -4.9855
O -3.1784 -4.4577 -1.5820
H -3.0366 -3.5521 -2.0029
H -2.3855 -4.7447 -1.9391
O 4.2999 -1.6482 1.9531
H 3.3972 -2.0829 1.8171
H 4.4546 -1.2261 1.1305
O 1.4370 -3.8956 3.8549
H 1.7703 -4.7714 4.0632
H 2.0863 -3.3528 4.5852
O -1.5682 2.6502 2.6815
H -1.6495 3.4096 3.1956
H -2.3831 2.2358 2.3967
O -4.0215 0.7248 1.1852
H -4.1796 -0.1508 0.7620
H -4.1774 0.6313 2.1689
O 0.4568 3.0507 0.9623
H 1.3236 2.6427 1.0837
H -0.0567 2.6881 1.7136
O 3.2923 2.4020 -0.9236
H 2.4887 2.4320 -1.4540
H 3.5118 3.1659 -0.6272
O -1.2832 3.3144 -6.6968
H -1.2263 2.2926 -6.6649
H -0.2070 3.3019 -6.8402
O -3.9521 -1.7781 -0.4437
H -3.7806 -1.4951 -1.3253
H -4.8505 -2.1442 -0.6717
O -0.8333 0.3285 7.0805
H -1.2491 1.0744 6.6221
H -1.3091 0.2652 7.8934
O 2.0512 -1.2455 -2.8432
H 2.9082 -1.3094 -2.9150
H 1.7474 -2.1579 -3.0570
O 0.4809 3.2504 4.5251
H 0.3405 4.1518 4.2823
H -0.2598 2.9691 3.9741
O -3.7631 -2.1716 -3.2322
H -3.1267 -2.1620 -3.8350
H -4.3300 -1.4487 -3.3533
O 0.6073 2.9320 7.1555
H 0.3584 2.8520 6.2506
H 0.2776 2.1222 7.5796

=====

Below is a structure of composition C6H5BeO6 at a distorted geometry, with properties calculated with ωB97M-V with the def2-TZVPD basis set.

The charge is +1. As for the LUMO energy (spin up / spin down): -6.0514 / -6.0513 eV. Its orbital gap (spin up / spin down) is 0.248 / 0.248 Ha.

Positions of all 18 atoms, in Å:
O 4.3671 0.1945 -0.8367
C 3.2095 0.2173 -0.8158
Be 1.5683 0.3154 -0.4754
C -0.3370 1.1442 1.1293
O -1.0320 1.6817 1.8554
C 0.3800 -0.3643 -1.6515
O -0.7820 -0.0902 -1.8530
C 1.6449 -0.8525 0.7414
O 1.6260 -1.7915 1.4193
C 1.6008 1.9777 -0.7890
O 1.8271 3.0915 -1.0136
H 0.7837 -1.2245 -2.3060
C -2.7708 -0.5731 0.5785
O -1.3922 -0.8988 0.8119
H -2.8364 0.3028 -0.0711
H -3.3042 -0.3619 1.5158
H -3.2244 -1.4343 0.0768
H -1.3285 -1.3340 1.6835

=====

Here are the calculated ΔE to the lowest compared entry with this formula, charge and spin numbers, same order: 85.07; 40.39; 94.91; 8.51; 0.94; 24.09 (kcal per mole).